1.
Density functional theory data (ωB97M-V with the def2-TZVPD basis set) for a molecular structure, C3H2O4 at a distorted geometry.

**Energy**: -416.248491 Ha
**Gap between HOMO and LUMO**: 8.87 eV
**E_LUMO**: -0.03327 hartree
**Relative energy (zero: lowest compared OMol25 entry of this formula, charge and spin)**: 6.431 eV

CARTESIAN COORDINATES (ANGSTROEM)
C: 0.21965 0.43043 0.38556
C: 0.60468 -0.83979 -0.70343
C: -0.89040 -1.16021 -0.24251
O: -1.00278 -0.07792 0.63013
O: 0.23401 -1.94996 0.00404
O: -0.55186 -0.84868 -1.54434
O: 0.22333 1.69135 -0.20956
H: 0.85506 0.41454 1.21215
H: 0.30832 2.34025 0.46796


2.
Density functional theory data (ωB97M-V with the def2-TZVPD basis set) for 6 unconnected molecules or ions with the total composition H12O6 at a distorted geometry.

**Energy**: -458.662947 Ha
**Gap between HOMO and LUMO**: 12.06 eV
**E_LUMO**: 0.02579 hartree
**SMILES**: O.O.O.O.O.O
**Relative energy (zero: lowest compared OMol25 entry of this formula, charge and spin)**: 0.259 eV

CARTESIAN COORDINATES (ANGSTROEM)
O: -1.25608 -2.02655 -0.94529
H: -1.02926 -1.18374 -1.38798
H: -0.59598 -2.67610 -1.19150
O: -0.26153 0.69562 2.38186
H: 0.02877 0.33243 3.22446
H: -1.04103 0.16452 2.08170
O: -2.19229 -1.02296 1.38620
H: -3.15190 -1.14919 1.51631
H: -2.02746 -1.49975 0.54969
O: 1.96579 1.34387 1.07490
H: 1.11574 0.99450 1.43499
H: 1.78608 2.25145 0.84772
O: 2.18512 1.02289 -1.62112
H: 2.84816 0.34070 -1.76572
H: 2.04534 1.12013 -0.63648
O: -0.30697 0.06183 -2.33292
H: 0.62321 0.32646 -2.09654
H: -0.73571 0.90390 -2.52025